DFT (the ωB97M-V functional and the def2-TZVPD basis) results for 9 unconnected molecules or ions with the total composition C24H76NO32P8 in a non-equilibrium geometry.

Structure (ORCA input):
```
! RIJCOSX wB97M-V def2-TZVPD def2/J DEFGRID3
* xyz 1 1
N 0.279 -19.311 -12.600
H 0.758 -18.839 -13.354
H -0.683 -19.011 -12.535
H 0.749 -19.041 -11.748
H 0.339 -20.316 -12.674
C 7.712 -18.880 -10.464
O 7.813 -18.151 -11.657
P 6.766 -18.498 -12.844
O 5.461 -19.056 -12.365
O 6.658 -17.056 -13.594
C 6.315 -15.842 -12.889
O 7.665 -19.388 -13.870
C 7.850 -20.846 -13.736
H 8.708 -18.849 -10.023
H 7.562 -19.928 -10.724
H 6.903 -18.506 -9.837
H 6.173 -15.941 -11.813
H 5.416 -15.390 -13.308
H 7.154 -15.158 -13.015
H 7.812 -21.176 -12.698
H 8.838 -21.152 -14.078
H 7.073 -21.445 -14.212
C 0.282 -21.811 -2.810
O -0.555 -22.894 -2.990
P -1.824 -22.811 -3.985
O -2.869 -21.863 -3.501
O -1.218 -22.433 -5.449
C -2.011 -21.871 -6.457
O -2.276 -24.401 -4.153
C -3.655 -24.754 -4.079
H 1.246 -21.891 -3.313
H 0.455 -21.828 -1.734
H -0.149 -20.837 -3.041
H -2.399 -22.624 -7.143
H -1.338 -21.208 -7.001
H -2.806 -21.218 -6.097
H -3.833 -25.699 -3.567
H -4.168 -24.622 -5.031
H -4.110 -24.051 -3.382
C 7.542 -20.186 -19.564
O 6.534 -20.791 -20.319
P 5.470 -21.908 -19.725
O 6.159 -23.034 -19.022
O 4.365 -21.025 -18.848
C 3.674 -21.625 -17.789
O 4.543 -22.403 -20.934
C 4.727 -23.432 -21.866
H 8.312 -20.898 -19.268
H 7.020 -19.834 -18.674
H 7.978 -19.317 -20.056
H 3.983 -21.175 -16.845
H 4.029 -22.643 -17.626
H 2.593 -21.653 -17.923
H 5.715 -23.871 -21.724
H 4.605 -22.923 -22.822
H 3.977 -24.223 -21.858
C 3.700 -15.368 -18.590
O 2.924 -14.370 -18.070
P 1.437 -14.694 -17.460
O 1.454 -15.719 -16.392
O 0.843 -13.189 -16.955
C 0.888 -12.026 -17.760
O 0.562 -14.968 -18.838
C 0.314 -16.311 -19.270
H 4.022 -15.053 -19.583
H 3.253 -16.358 -18.677
H 4.609 -15.568 -18.022
H 1.765 -11.420 -17.533
H 0.044 -11.346 -17.873
H 1.102 -12.282 -18.797
H 0.452 -16.357 -20.350
H -0.682 -16.582 -18.922
H 1.073 -16.904 -18.759
C -7.633 -18.505 -13.330
O -6.285 -18.503 -12.841
P -5.562 -17.268 -12.171
O -4.174 -17.593 -11.753
O -6.596 -16.893 -10.943
C -7.084 -17.868 -10.054
O -5.789 -16.093 -13.232
C -5.139 -16.087 -14.488
H -8.175 -17.586 -13.107
H -8.203 -19.330 -12.903
H -7.598 -18.781 -14.384
H -7.068 -18.899 -10.409
H -8.162 -17.718 -9.988
H -6.636 -17.645 -9.085
H -4.495 -15.216 -14.609
H -5.785 -16.016 -15.363
H -4.581 -17.013 -14.623
C 0.978 -27.936 -13.773
O 0.893 -26.536 -13.644
P 0.917 -25.811 -12.169
O 0.699 -24.324 -12.214
O 2.343 -26.300 -11.522
C 3.560 -26.010 -12.212
O -0.256 -26.607 -11.333
C -0.254 -26.623 -9.916
H 0.155 -28.264 -14.408
H 0.965 -28.466 -12.821
H 1.873 -28.135 -14.362
H 4.470 -26.012 -11.611
H 3.667 -25.009 -12.631
H 3.598 -26.710 -13.046
H -1.180 -26.140 -9.603
H 0.592 -26.098 -9.473
H -0.276 -27.591 -9.414
C 0.728 -14.068 -9.808
O 2.021 -14.351 -9.242
P 2.235 -15.601 -8.280
O 1.758 -16.934 -8.726
O 3.797 -15.450 -7.808
C 4.367 -14.195 -7.647
O 1.443 -15.151 -6.913
C 1.422 -15.981 -5.742
H 0.395 -13.032 -9.746
H 0.004 -14.681 -9.271
H 0.613 -14.346 -10.856
H 4.327 -13.670 -6.692
H 4.061 -13.515 -8.442
H 5.437 -14.210 -7.855
H 0.456 -16.482 -5.674
H 1.571 -15.373 -4.850
H 2.176 -16.758 -5.863
C -2.027 -22.332 -19.588
O -2.308 -22.965 -18.398
P -3.188 -22.291 -17.278
O -2.638 -20.969 -16.799
O -4.671 -22.367 -17.848
C -5.159 -21.360 -18.751
O -3.147 -23.385 -16.079
C -3.852 -23.196 -14.868
H -2.454 -21.349 -19.785
H -2.126 -22.935 -20.490
H -0.956 -22.131 -19.626
H -4.687 -20.392 -18.585
H -6.223 -21.263 -18.540
H -5.164 -21.593 -19.816
H -4.749 -23.814 -14.905
H -3.906 -22.130 -14.648
H -3.397 -23.572 -13.952
*
```

## Properties
Largest force on an atom ... 0.0724 Eh/bohr
Total energy ... -167448.79596 eV

Löwdin atomic charge list, values in e, 5 entries: number 1, N, carries 0.365; number 2, H, carries 0.160; number 3, H, carries 0.157; number 4, H, carries 0.155; number 5, H, carries 0.159